{
  "formula": "C14H20BrNO4S",
  "method": "ωB97M-V with the def2-TZVPD basis set",
  "symbols": ["C", "O", "C", "C", "C", "S", "O", "O", "N", "C", "C", "C", "C", "C", "C", "C", "O", "C", "C", "C", "Br", "H", "H", "H", "H", "H", "H", "H", "H", "H", "H", "H", "H", "H", "H", "H", "H", "H", "H", "H", "H"],
  "positions_angstrom": [[4.0152, 3.4064, 0.1125], [4.4251, 2.0584, 0.1173], [3.5082, 1.1069, -0.1649], [2.1650, 1.3238, -0.4475], [1.3191, 0.2677, -0.7235], [-0.3676, 0.7285, -1.1418], [-0.3186, 2.0909, -1.5914], [-0.9452, -0.2246, -2.0454], [-1.0916, 0.7637, 0.3678], [-1.1360, -0.4857, 1.0967], [-2.0541, -1.5527, 0.4918], [-3.5187, -1.4680, 0.9334], [-4.0880, -0.0500, 1.0591], [-3.5741, 0.9435, 0.0154], [-2.2628, 1.6109, 0.4382], [1.7694, -1.0523, -0.7255], [0.8627, -2.0208, -0.9658], [1.3061, -3.3527, -1.1083], [3.1194, -1.2811, -0.4506], [3.9556, -0.2168, -0.1787], [5.7796, -0.5342, 0.1919], [4.9096, 3.9819, 0.3442], [3.2520, 3.5921, 0.8738], [3.6313, 3.7022, -0.8678], [1.7368, 2.3109, -0.4886], [-1.4284, -0.2569, 2.1258], [-0.1100, -0.8593, 1.1153], [-1.9765, -1.4706, -0.5913], [-1.6712, -2.5371, 0.7686], [-4.1145, -2.0301, 0.2113], [-3.6336, -1.9635, 1.9012], [-3.8638, 0.3487, 2.0518], [-5.1757, -0.1185, 0.9854], [-4.3151, 1.7352, -0.1154], [-3.4328, 0.4546, -0.9486], [-2.3469, 1.9795, 1.4673], [-2.0469, 2.4559, -0.2169], [0.4190, -3.9220, -1.3786], [1.7166, -3.7414, -0.1705], [2.0519, -3.4455, -1.9025], [3.5295, -2.2779, -0.4452]],
  "forces_ev_per_angstrom": [[-0.1, 0.2, 0.0], [0.0, -0.2, 0.0], [-0.1, -0.3, 0.0], [0.4, 0.2, 0.1], [-0.7, -0.3, -0.2], [0.3, 0.2, 0.3], [0.0, 0.2, 0.1], [0.1, -0.1, 0.1], [0.6, 0.1, -0.8], [0.2, -0.7, 0.0], [-0.1, 0.0, 0.2], [0.1, 0.1, 0.0], [-0.1, -0.1, -0.2], [0.0, 0.1, 0.3], [-0.4, 0.4, -0.4], [0.1, 0.1, 0.0], [0.0, 0.0, 0.0], [0.0, -0.2, 0.0], [-0.2, 0.0, -0.1], [0.2, 0.2, 0.1], [0.0, -0.1, 0.0], [-0.1, 0.0, 0.0], [0.0, 0.0, 0.0], [0.0, 0.0, 0.0], [0.1, 0.2, 0.0], [0.1, 0.1, 0.0], [-0.1, -0.1, 0.2], [0.0, -0.2, 0.1], [0.1, 0.0, -0.1], [0.0, -0.1, 0.1], [-0.1, -0.1, 0.0], [-0.1, 0.0, 0.0], [0.0, 0.0, 0.1], [0.0, 0.0, -0.1], [-0.1, 0.0, -0.1], [0.0, 0.0, -0.1], [-0.2, 0.1, 0.2], [0.1, 0.0, 0.0], [0.0, 0.0, 0.0], [0.0, 0.0, 0.0], [0.0, -0.1, 0.0]],
  "charge": 0,
  "e_homo_ev": -8.48,
  "e_tot_ha": -3873.33977,
  "orbital_gap_ha": 0.33014
}

***

{
  "formula": "C14H20CoN2O",
  "method": "ωB97M-V with the def2-TZVPD basis set",
  "symbols": ["C", "C", "H", "H", "H", "H", "H", "H", "C", "C", "C", "C", "H", "H", "H", "H", "N", "C", "C", "N", "C", "C", "C", "H", "H", "C", "H", "H", "Co", "C", "H", "H", "H", "C", "O", "H", "H", "H"],
  "positions_angstrom": [[-0.3307, 0.0087, 0.8004], [-0.9005, 2.3067, 2.6813], [-0.1602, 1.0595, 0.5388], [-0.0172, -0.2194, 1.8263], [-1.3698, -0.2947, 0.6126], [-0.9389, 2.6476, 1.6656], [-0.8416, 3.1404, 3.3583], [-0.0845, 1.6335, 2.8595], [-0.5171, -2.3927, -2.6705], [-0.6694, -2.6406, -4.0326], [0.1163, -1.9511, -4.9602], [1.0433, -1.0134, -4.5108], [-1.0999, -2.8898, -1.8959], [-1.4042, -3.3762, -4.3556], [0.0094, -2.1403, -6.0264], [1.6776, -0.4312, -5.1802], [0.4105, -1.4987, -2.2362], [1.1865, -0.8062, -3.1400], [2.1091, 0.0807, -2.4811], [2.0222, -0.0207, -1.1121], [2.8062, 0.7463, -0.3113], [3.8179, 1.7556, -2.2577], [3.7143, 1.6435, -0.8680], [2.6632, 0.6217, 0.7624], [4.3272, 2.2481, -0.2025], [3.0075, 0.9673, -3.0731], [3.0302, 1.0090, -4.1601], [4.5244, 2.4511, -2.7050], [0.7700, -1.2124, -0.4544], [1.4114, -2.7953, 0.3999], [2.4568, -2.6468, 0.7130], [1.3654, -3.6473, -0.2946], [0.8004, -3.0192, 1.2870], [-3.2684, 1.0839, 3.2833], [-2.0696, 1.6542, 2.9442], [-3.0886, 0.4972, 4.1611], [-3.5538, 0.4812, 2.4454], [-3.9587, 1.8848, 3.4564]],
  "forces_ev_per_angstrom": [[0.5, -1.2, -0.8], [-0.8, 0.3, 0.8], [-0.1, -0.3, 0.1], [-0.3, 0.2, -0.2], [0.1, 0.3, 0.4], [0.5, 0.4, -0.6], [0.5, 0.8, 0.3], [0.7, -0.1, -0.1], [0.9, 0.6, -1.0], [-0.3, -0.2, 0.6], [0.3, 0.4, 0.1], [0.0, -0.1, 0.1], [0.1, 0.1, -0.3], [0.2, 0.2, 0.0], [0.0, 0.0, 0.2], [-0.3, -0.3, 0.0], [-1.2, -0.7, -2.7], [-1.1, -1.2, 0.1], [0.6, 0.7, 1.5], [2.3, 1.8, -0.7], [0.0, 0.1, -1.4], [-0.2, -0.3, -0.3], [-0.2, -0.2, 0.5], [0.1, 0.0, -0.3], [-0.1, -0.1, -0.2], [-0.1, 0.0, 0.1], [0.2, 0.2, 0.2], [-0.1, -0.1, 0.1], [-1.4, 0.6, 2.7], [0.1, -0.9, 0.7], [-0.2, -0.2, 0.0], [0.1, 0.0, 0.2], [0.2, -0.1, -0.1], [1.1, 0.7, -0.2], [0.2, -0.5, -0.5], [-0.5, -0.6, 0.7], [-0.7, -0.6, -0.3], [-1.0, 0.2, 0.3]],
  "relative_energy_kcal_mol": 37.58,
  "charge": 0,
  "e_homo_ev": [-5.89, -8.13],
  "e_tot_ha": -2112.78195,
  "orbital_gap_ha": [0.20377, 0.27131],
  "spin_multiplicity": 4
}

***

{
  "formula": "C14H20CoN8O5PS3",
  "method": "ωB97M-V with the def2-TZVPD basis set",
  "symbols": ["Co", "S", "C", "S", "C", "C", "N", "C", "N", "C", "N", "C", "N", "C", "N", "C", "P", "C", "C", "H", "H", "H", "H", "H", "H", "H", "H", "H", "H", "H", "H", "H", "C", "N", "C", "C", "O", "N", "C", "N", "H", "H", "H", "H", "H", "H", "H", "O", "S", "O", "O", "O"],
  "positions_angstrom": [[1.2872, -0.8453, 0.1682], [1.6302, -1.8063, -1.8732], [0.1163, -2.6433, -1.5883], [-2.2480, -2.3639, -0.1989], [-0.1136, -3.9186, -2.0488], [0.9480, -4.5953, -2.7241], [1.7735, -5.1489, -3.3070], [-1.3512, -4.6363, -2.0497], [-2.2754, -5.3004, -2.2289], [-1.5974, 3.2215, -1.5816], [-1.6310, 1.8887, -2.3289], [-0.7906, 2.0038, -3.5974], [0.5254, 2.4452, -3.2964], [0.4675, 3.7341, -2.6209], [-0.2655, 3.6707, -1.3628], [0.4394, 2.8757, -0.3410], [0.5492, 1.0906, -0.8259], [-1.1427, 0.7630, -1.4690], [1.2888, 1.4523, -2.5066], [-2.1156, 3.0575, -0.6373], [-2.1430, 3.9317, -2.2062], [-2.5962, 1.6830, -2.5880], [-1.3005, 2.7249, -4.2396], [-0.7861, 1.0161, -4.0563], [-0.0181, 4.4611, -3.2778], [1.4832, 4.0686, -2.4150], [-0.0805, 2.9589, 0.6086], [1.4480, 3.2755, -0.2231], [-1.8390, 0.6079, -0.6465], [-1.1137, -0.1466, -2.0649], [1.3490, 0.5141, -3.0570], [2.3076, 1.8288, -2.3906], [-0.0550, -1.0839, 5.3742], [0.2545, -0.3131, 4.1911], [-0.8758, 0.2908, 3.5251], [-0.3516, 0.4774, 2.1236], [-0.9023, 1.2077, 1.2741], [0.7401, -0.2499, 1.9403], [1.0168, -1.0042, 3.1599], [2.4282, -0.9913, 3.4714], [-0.5232, -0.4259, 6.1095], [0.8627, -1.4725, 5.8171], [-0.7252, -1.9281, 5.1717], [-1.1667, 1.2431, 3.9733], [-1.7633, -0.3595, 3.4617], [2.8953, -1.3270, 2.6334], [2.5889, -1.7271, 4.1535], [0.5248, -2.3462, 3.0601], [0.6802, -3.1000, 1.5372], [0.9055, -4.4866, 1.8851], [-0.7263, -1.8551, -0.9501], [1.9873, -2.4174, 1.0628]],
  "forces_ev_per_angstrom": [[0.0, 0.5, 0.3], [0.1, -0.2, -0.1], [0.0, 0.1, -0.3], [-0.2, 0.2, -0.2], [0.0, 0.0, 0.1], [0.0, 0.1, -0.1], [0.0, 0.0, 0.0], [-0.1, 0.1, -0.1], [0.0, -0.1, 0.1], [-0.1, 0.0, 0.0], [0.0, 0.0, 0.0], [0.0, 0.0, 0.0], [0.0, 0.0, 0.0], [0.0, 0.0, 0.0], [0.1, 0.0, 0.0], [0.0, 0.1, 0.0], [0.1, -0.3, -0.3], [0.0, 0.1, 0.0], [0.0, 0.0, 0.0], [0.0, 0.0, 0.0], [0.0, 0.0, 0.0], [0.0, 0.0, 0.0], [0.0, 0.0, 0.0], [0.0, 0.0, 0.0], [0.0, 0.0, 0.0], [0.0, 0.0, 0.0], [0.1, 0.0, -0.1], [0.0, 0.0, -0.1], [0.0, -0.1, 0.0], [0.0, 0.1, -0.1], [0.0, 0.0, 0.0], [0.0, 0.0, 0.0], [0.0, 0.0, 0.0], [0.0, 0.0, 0.0], [0.0, 0.0, 0.0], [0.0, -0.1, 0.1], [-0.1, -0.2, 0.2], [-0.1, 0.0, 0.0], [0.0, 0.1, 0.0], [0.0, 0.0, -0.1], [0.0, 0.0, 0.0], [0.0, 0.0, 0.0], [0.0, 0.0, 0.0], [0.0, 0.0, 0.0], [0.0, 0.0, 0.0], [0.0, -0.1, 0.0], [0.0, 0.0, 0.0], [0.1, 0.0, 0.0], [-0.4, -0.3, -0.1], [0.3, 0.1, 0.3], [0.2, -0.2, 0.4], [0.0, -0.1, -0.3]],
  "relative_energy_kcal_mol": 89.43,
  "charge": -1,
  "e_homo_ev": [-4.00, -4.03],
  "e_tot_ha": -4278.43619,
  "orbital_gap_ha": [0.19560, 0.19681],
  "spin_multiplicity": 2
}

***

{
  "formula": "C14H20N2O4",
  "method": "ωB97M-V with the def2-TZVPD basis set",
  "symbols": ["C", "C", "C", "C", "N", "C", "O", "C", "N", "C", "C", "C", "C", "C", "O", "C", "C", "C", "O", "O", "H", "H", "H", "H", "H", "H", "H", "H", "H", "H", "H", "H", "H", "H", "H", "H", "H", "H", "H", "H"],
  "positions_angstrom": [[-0.8145, -3.5101, 0.3549], [-1.8137, -2.8148, -0.6633], [-3.0593, -2.5053, 0.0564], [-1.0515, -1.7848, -1.4548], [-0.9102, -0.5492, -0.6626], [0.1156, 0.3036, -0.8563], [1.1802, -0.0600, -1.3044], [-0.2501, 1.8113, -0.6952], [-1.4357, 1.9986, -1.5799], [-0.5380, 2.2405, 0.7083], [0.7020, 1.9756, 1.5550], [1.7722, 2.8761, 1.5370], [2.9767, 2.5339, 2.1778], [3.0815, 1.3442, 2.8696], [4.3391, 1.0727, 3.2776], [1.9935, 0.4703, 3.0325], [0.8175, 0.7444, 2.2758], [-1.6821, -1.4632, -2.7450], [-2.4184, -0.5299, -2.9802], [-1.4222, -2.4544, -3.6748], [-1.2774, -4.3933, 0.9391], [-0.6550, -2.7797, 1.1942], [0.0475, -3.8387, -0.1789], [-2.1750, -3.5574, -1.3895], [-3.6829, -1.9089, -0.5886], [-3.6868, -3.3318, 0.3207], [-2.8386, -2.0351, 1.0298], [0.0014, -2.0184, -1.5873], [-1.8739, -0.1634, -0.4885], [0.6495, 2.2581, -1.0646], [-1.1265, 1.5480, -2.4040], [-1.3829, 2.9733, -1.8762], [-0.8596, 3.3225, 0.7372], [-1.3908, 1.6351, 0.9752], [1.7860, 3.7937, 1.0201], [3.9202, 3.0342, 2.0619], [4.0855, 0.4512, 4.0337], [1.9406, -0.3698, 3.7746], [-0.0198, 0.0386, 2.1972], [-1.9693, -2.3618, -4.4698]],
  "forces_ev_per_angstrom": [[-2.3, 0.1, 1.2], [1.3, -3.7, 0.3], [-0.6, 1.9, 1.0], [1.4, 1.9, 1.9], [-3.2, -0.4, 0.5], [-0.4, 0.9, -0.3], [0.5, 0.0, 0.0], [-0.2, -1.1, -0.6], [1.0, 1.1, 0.9], [0.3, 0.7, 0.3], [-0.3, -0.7, 0.5], [1.1, -1.6, 1.2], [-1.2, -0.6, -0.8], [-0.9, 0.4, -0.9], [-0.7, -2.1, 3.0], [-1.5, 0.0, -0.3], [0.9, 1.4, 0.0], [-1.5, -0.2, -2.5], [0.8, -0.8, 0.2], [0.0, 0.5, 0.9], [0.5, 1.1, -1.4], [0.6, -0.4, -1.0], [0.9, -0.1, 0.1], [0.7, -0.2, -0.1], [-0.5, 0.8, 0.1], [0.1, -1.0, -0.1], [-0.3, 0.4, -0.4], [-0.1, -0.9, -0.4], [1.7, 0.1, -0.2], [0.6, 0.7, -0.3], [-0.3, -0.9, -1.4], [-0.4, 0.1, 0.3], [0.4, -1.0, 0.0], [-0.3, 0.0, 0.8], [-0.5, 0.9, -0.7], [0.0, 0.7, -0.1], [1.7, 0.8, -1.2], [0.6, 0.6, -1.0], [0.4, 0.3, 0.4], [0.0, 0.4, 0.3]],
  "relative_energy_kcal_mol": 54.23,
  "charge": 0,
  "e_homo_ev": -8.39,
  "e_tot_ha": -955.93474,
  "orbital_gap_ha": 0.33213
}

***

{
  "formula": "C14H20N2O6",
  "method": "ωB97M-V with the def2-TZVPD basis set",
  "symbols": ["N", "C", "C", "C", "C", "C", "C", "C", "C", "C", "O", "O", "H", "H", "H", "H", "H", "H", "H", "H", "H", "H", "H", "N", "C", "C", "C", "C", "O", "O", "C", "O", "O", "H", "H", "H", "H", "H", "H", "H", "H", "H"],
  "positions_angstrom": [[-2.2908, -0.7119, 3.3662], [-2.4680, -1.5534, 2.1984], [-2.7883, -0.6659, 0.9760], [-3.2722, -1.4216, -0.2411], [-4.5281, -2.0397, -0.2318], [-4.9784, -2.7581, -1.3349], [-4.1783, -2.8694, -2.4692], [-2.9280, -2.2599, -2.4917], [-2.4789, -1.5446, -1.3845], [-1.2437, -2.4458, 1.9327], [-0.1958, -2.2990, 2.5081], [-1.3889, -3.4206, 1.0155], [-2.1727, -1.3060, 4.1836], [-1.3967, -0.2322, 3.2732], [-3.3303, -2.2087, 2.3779], [-1.8975, -0.0767, 0.7239], [-3.5544, 0.0413, 1.3114], [-5.1649, -1.9435, 0.6466], [-5.9587, -3.2272, -1.3105], [-4.5293, -3.4295, -3.3321], [-2.2955, -2.3443, -3.3713], [-1.4965, -1.0778, -1.4051], [-2.2565, -3.3533, 0.5849], [4.5174, 3.6184, 0.6724], [3.4089, 3.5939, -0.2795], [3.6292, 2.5176, -1.3410], [3.7856, 1.1192, -0.7578], [4.3257, 0.1345, -1.7759], [4.7570, 0.4313, -2.8585], [4.3196, -1.1607, -1.3813], [2.1073, 3.3740, 0.4745], [1.2159, 2.6259, 0.1533], [2.0235, 4.1684, 1.5610], [5.3664, 3.8939, 0.1872], [4.3428, 4.3122, 1.3926], [3.2696, 4.5595, -0.8028], [4.5298, 2.7655, -1.9137], [2.7953, 2.5356, -2.0493], [2.8223, 0.7588, -0.3768], [4.4777, 1.1508, 0.0949], [3.9350, -1.2299, -0.4964], [1.1631, 3.9786, 1.9710]],
  "forces_ev_per_angstrom": [[0.2, -0.1, 0.1], [-0.1, 0.0, -0.1], [0.0, 0.1, 0.0], [0.0, -0.1, -0.1], [0.0, 0.0, 0.0], [0.0, 0.0, 0.0], [0.0, 0.0, 0.0], [0.0, 0.0, 0.1], [-0.1, 0.0, 0.0], [0.3, 0.1, 0.2], [-0.4, -0.1, -0.3], [-0.1, 0.0, 0.0], [0.0, 0.1, -0.1], [-0.1, 0.0, 0.0], [0.1, 0.0, 0.0], [-0.1, -0.1, 0.0], [0.1, -0.1, -0.1], [0.1, 0.0, -0.1], [0.2, 0.1, 0.0], [0.1, 0.1, 0.1], [-0.1, 0.0, 0.1], [-0.1, -0.1, 0.0], [0.1, 0.0, 0.0], [0.1, 0.2, 0.0], [-0.1, -0.1, -0.2], [0.0, 0.0, -0.1], [0.0, 0.0, 0.0], [0.1, 0.2, -0.3], [-0.2, -0.1, 0.4], [-0.1, 0.1, 0.1], [-0.2, -0.2, -0.2], [0.3, 0.3, 0.1], [-0.2, -0.1, 0.0], [-0.1, -0.1, 0.1], [0.1, -0.1, 0.0], [0.0, -0.2, 0.1], [-0.1, 0.0, 0.1], [0.1, 0.0, 0.1], [0.1, 0.0, 0.0], [-0.1, -0.1, -0.1], [0.0, 0.0, -0.1], [0.1, 0.1, 0.0]],
  "relative_energy_kcal_mol": 5.42,
  "charge": 0,
  "e_homo_ev": -9.55,
  "e_tot_ha": -1106.49406,
  "orbital_gap_ha": 0.36615
}